1.
{
  "formula": "C10H16O",
  "method": "wB97M-V/def2-TZVPD",
  "relative_energy_kj_mol": 40.60,
  "total_charge": -1,
  "spin_multiplicity": 2,
  "elements": ["O", "C", "C", "C", "C", "C", "C", "C", "C", "C", "C", "H", "H", "H", "H", "H", "H", "H", "H", "H", "H", "H", "H", "H", "H", "H", "H"],
  "coordinates": [[-0.504, -4.601, -0.610], [-0.917, -0.939, -0.311], [0.574, 0.872, 0.688], [-1.322, 5.583, 0.492], [-1.188, -2.315, -0.624], [-0.890, 5.363, -0.970], [1.026, -2.899, 0.157], [-0.236, -3.257, -0.295], [1.219, -1.548, 0.625], [2.013, 1.335, 0.421], [0.297, -0.581, 0.385], [2.183, -1.366, 1.094], [0.193, 5.313, -1.057], [-1.732, -0.234, -0.398], [-1.834, 6.533, 0.644], [2.763, 0.835, 1.022], [2.070, 2.415, 0.549], [-0.448, 5.516, 1.142], [-1.208, 6.174, -1.623], [0.418, 0.986, 1.777], [1.806, -3.648, 0.073], [-1.984, 4.835, 0.939], [-1.344, 4.418, -1.264], [-2.097, -2.590, -1.140], [-0.132, 1.502, 0.149], [-0.042, -5.094, 0.079], [2.189, 1.052, -0.624]]
}

***

2.
{
  "formula": "C10H16O",
  "method": "wB97M-V/def2-TZVPD",
  "relative_energy_kj_mol": 262.11,
  "elements": ["O", "C", "C", "C", "C", "C", "C", "C", "C", "C", "C", "H", "H", "H", "H", "H", "H", "H", "H", "H", "H", "H", "H", "H", "H", "H", "H"],
  "coordinates": [[-2.073, 2.660, -0.819], [-0.830, 2.032, -0.585], [-0.777, 1.263, 0.559], [-0.725, -3.081, -0.153], [1.528, 1.112, 0.288], [0.267, 2.414, -1.352], [1.510, 1.968, -0.862], [2.908, 0.594, 0.747], [0.391, 0.740, 1.003], [0.229, -4.217, 0.140], [-1.982, -3.355, 0.649], [0.375, -4.285, 1.253], [2.916, 0.225, 1.742], [-2.628, -4.230, 0.460], [-1.878, -3.202, 1.628], [-1.722, 1.078, 1.171], [0.343, 0.167, 1.920], [-1.027, -3.118, -1.299], [2.464, 2.259, -1.324], [3.623, 1.559, 0.832], [0.262, 2.964, -2.314], [1.304, -4.095, -0.357], [-0.279, -5.130, -0.087], [-2.554, -2.498, 0.248], [-2.809, 2.512, -0.162], [3.285, -0.278, 0.100], [-0.211, -2.034, 0.138]]
}

***

What did the first record say?
{
  "formula": "C10H16O",
  "method": "wB97M-V/def2-TZVPD",
  "relative_energy_kj_mol": 40.60,
  "total_charge": -1,
  "spin_multiplicity": 2,
  "elements": ["O", "C", "C", "C", "C", "C", "C", "C", "C", "C", "C", "H", "H", "H", "H", "H", "H", "H", "H", "H", "H", "H", "H", "H", "H", "H", "H"],
  "coordinates": [[-0.504, -4.601, -0.610], [-0.917, -0.939, -0.311], [0.574, 0.872, 0.688], [-1.322, 5.583, 0.492], [-1.188, -2.315, -0.624], [-0.890, 5.363, -0.970], [1.026, -2.899, 0.157], [-0.236, -3.257, -0.295], [1.219, -1.548, 0.625], [2.013, 1.335, 0.421], [0.297, -0.581, 0.385], [2.183, -1.366, 1.094], [0.193, 5.313, -1.057], [-1.732, -0.234, -0.398], [-1.834, 6.533, 0.644], [2.763, 0.835, 1.022], [2.070, 2.415, 0.549], [-0.448, 5.516, 1.142], [-1.208, 6.174, -1.623], [0.418, 0.986, 1.777], [1.806, -3.648, 0.073], [-1.984, 4.835, 0.939], [-1.344, 4.418, -1.264], [-2.097, -2.590, -1.140], [-0.132, 1.502, 0.149], [-0.042, -5.094, 0.079], [2.189, 1.052, -0.624]]
}

***

Q: Number 2 is which compound?
A: C10H16O